Here is a molecular structure, C54H46FeN5OP2S from the OMol25 dataset. Energies are from ωB97M-V with the def2-TZVPD basis set.

## Properties
<S²>: 0.92
Electronic energy (eV): -130029.7517
Energy relative to the best compared isomer or geometry (same formula, charge and spin) (kJ/mol): 0.00
LUMO level (spin up / spin down) (eV): -7.2 / -6.0
HOMO level (spin up / spin down) (eV): -13.1 / -13.1

```
! wB97M-V def2-TZVPD RIJCOSX def2/J DEFGRID3
* xyz 2 2
Fe -0.33 0.04 0.81
O -1.76 2.54 1.02
S -0.54 2.20 0.26
C 0.78 3.20 0.83
C 0.41 4.41 1.38
C 1.36 5.37 1.78
C 2.68 5.09 1.56
C 3.92 5.90 1.84
C 5.10 5.02 1.33
C 4.45 3.75 0.87
C 4.98 2.59 0.36
C 4.10 1.53 0.07
C 2.72 1.61 0.21
P 1.82 0.07 0.00
C 2.82 -1.21 0.78
C 3.69 -1.98 0.01
C 4.51 -2.92 0.61
C 4.47 -3.09 1.99
C 3.62 -2.31 2.76
C 2.80 -1.37 2.17
C 1.61 -0.29 -1.74
C 1.65 0.78 -2.65
C 1.52 0.54 -4.00
C 1.37 -0.76 -4.47
C 1.34 -1.82 -3.58
C 1.43 -1.60 -2.21
C 2.14 2.84 0.66
C 3.05 3.85 1.01
C -0.77 2.65 -1.42
C -0.07 3.73 -1.92
C -0.30 4.26 -3.20
C -1.29 3.70 -3.96
C -1.83 4.07 -5.31
C -2.95 3.05 -5.59
C -2.99 2.17 -4.37
C -3.79 1.11 -4.04
C -3.55 0.46 -2.82
C -2.57 0.84 -1.92
P -2.36 -0.25 -0.49
C -3.86 -0.19 0.54
C -3.90 0.51 1.74
C -5.08 0.59 2.46
C -6.23 -0.03 2.00
C -6.20 -0.74 0.80
C -5.02 -0.82 0.08
C -2.34 -1.93 -1.19
C -2.76 -3.02 -0.42
C -2.68 -4.30 -0.93
C -2.17 -4.52 -2.20
C -1.74 -3.45 -2.96
C -1.82 -2.15 -2.46
C -1.77 1.99 -2.21
C -2.00 2.59 -3.45
H -0.65 4.61 1.50
H 1.03 6.30 2.22
H 4.01 6.11 2.91
H 3.88 6.87 1.34
H 5.83 4.82 2.11
H 5.63 5.50 0.51
H 6.04 2.45 0.22
H 4.54 0.59 -0.25
H 3.73 -1.85 -1.07
H 5.18 -3.52 0.01
H 5.12 -3.82 2.46
H 3.61 -2.42 3.84
H 2.15 -0.76 2.79
H 1.83 1.78 -2.30
H 1.56 1.37 -4.70
H 1.29 -0.95 -5.53
H 1.23 -2.84 -3.94
H 1.37 -2.43 -1.52
H 0.67 4.21 -1.30
H 0.27 5.12 -3.54
H -1.04 4.05 -6.07
H -2.21 5.10 -5.30
H -2.75 2.45 -6.49
H -3.92 3.53 -5.75
H -4.57 0.76 -4.70
H -4.16 -0.40 -2.59
H -3.02 1.01 2.11
H -5.10 1.14 3.39
H -7.15 0.03 2.56
H -7.09 -1.23 0.43
H -5.02 -1.38 -0.85
H -3.18 -2.86 0.56
H -3.03 -5.14 -0.33
H -2.12 -5.52 -2.60
H -1.35 -3.61 -3.96
H -1.48 -1.33 -3.07
N 0.18 0.65 3.75
C 0.04 0.57 2.61
C 1.56 -5.16 4.03
C 0.27 -4.61 4.63
C 0.48 -3.25 5.30
C -0.86 -4.56 3.60
N -0.61 -3.56 2.55
C -0.87 -2.26 2.54
N -0.38 -1.78 1.41
N 0.18 -2.81 0.74
N 0.04 -3.88 1.42
H 2.34 -5.20 4.80
H 1.93 -4.52 3.23
H 1.43 -6.16 3.63
H -0.09 -5.31 5.39
H 0.88 -2.51 4.60
H 1.20 -3.34 6.11
H -0.44 -2.85 5.72
H -1.81 -4.30 4.06
H -0.97 -5.51 3.07
H -1.34 -1.69 3.32
*
```